Version A
Entry from OMol25: a 2-piece molecular cluster, C6H14N2 overall (the ωB97M-V functional and the def2-TZVPD basis).

The geometry in XYZ format:
```
22
Properties=species:S:1:pos:R:3:nbo_charge:R:1
C -3.1365 -0.5091 -0.1410 -0.112
C 0.9106 -0.1200 -1.3855 -0.654
C 1.5842 0.3014 0.9712 -0.627
C 0.3405 -1.7878 0.5666 -0.591
C -0.6697 1.7679 0.0672 -0.456
C 0.5247 -0.2807 0.0754 0.102
N -2.0134 -0.3166 -0.5965 -0.294
N -0.6608 0.4705 0.5335 -0.273
H -3.8788 -0.8395 -0.9225 0.179
H -3.6611 -0.3950 0.8145 0.180
H 1.6361 -0.8487 -1.6357 0.215
H 0.0463 -0.4627 -2.0055 0.236
H 1.3153 0.7563 -1.7207 0.206
H 2.5412 -0.3255 1.0842 0.219
H 1.0751 0.4362 1.8947 0.230
H 1.9596 1.2252 0.4442 0.199
H -0.6632 -1.9866 0.4990 0.216
H 0.8800 -2.5233 0.0049 0.208
H 0.8073 -1.6977 1.6067 0.207
H -1.6224 2.3880 0.4252 0.200
H 0.3095 2.1813 0.2913 0.219
H -0.7484 1.9083 -1.0183 0.190
```

Results
2S+1: 1
Molar mass (u): 114.19
Total charge: 0



Version B
Entry from OMol25: a 2-piece molecular cluster, C6H14N2 overall (the ωB97M-V functional and the def2-TZVPD basis).

The geometry in XYZ format:
```
22
Properties=species:S:1:pos:R:3:nbo_charge:R:1
C 1.1086 -1.5449 -0.7966 -0.053
C -0.2844 -1.1776 -1.4541 -0.272
C 1.1117 -1.9740 0.6455 -0.634
N 0.4484 -2.3700 -1.7517 -0.616
H 0.8606 -2.4488 -2.6749 0.361
H 1.9949 -0.9974 -1.1166 0.185
H -1.2108 -1.3227 -0.9149 0.190
H -0.2452 -0.3155 -2.1103 0.183
H 1.0042 -1.1108 1.3014 0.237
H 2.0468 -2.4812 0.8862 0.203
H 0.2837 -2.6543 0.8225 0.214
C 0.9228 1.9970 0.6091 -0.448
C -2.0482 1.6685 0.3178 -0.702
C -1.1207 1.0148 1.3000 0.140
N 0.1234 1.1385 1.4390 -0.414
H -1.5999 0.3597 2.0247 0.166
H 0.5032 2.2255 -0.3740 0.171
H 1.0922 2.9398 1.1334 0.209
H 1.8858 1.5103 0.4679 0.204
H -2.4584 2.5943 0.7641 0.233
H -1.5423 1.9457 -0.5983 0.218
H -2.8763 1.0031 0.0798 0.226
```

Results
2S+1: 1
Structure (SMILES): C[C@@H]1CN1.C/C=N\C
Molar mass (u): 114.19
Total charge: 0



Version C
Entry from OMol25: one molecule with the formula C6H14N2 (the ωB97M-V functional and the def2-TZVPD basis).

The geometry in XYZ format:
```
22
Properties=species:S:1:pos:R:3:nbo_charge:R:1
N -3.5749 -0.6614 -0.4107 -0.666
C -2.6120 0.0895 0.2481 -0.238
C -1.2650 -0.0714 -0.5817 -0.231
N -0.0951 0.3593 0.1176 -0.344
C 1.1778 0.3846 -0.8069 -0.356
C 2.4249 0.7915 -0.2229 -0.046
C 3.5653 -0.0147 0.3042 -0.691
C 0.2541 -0.5983 1.1922 -0.448
H 1.2941 -0.3704 1.3846 0.200
H -4.5494 -0.4087 -0.4312 0.335
H -2.8117 1.1711 0.4526 0.171
H -2.3315 -0.3927 1.2126 0.195
H -1.4748 0.5609 -1.4297 0.202
H -1.3426 -1.1437 -0.8818 0.190
H 1.1349 -0.7227 -1.0826 0.200
H 0.7003 0.8090 -1.7115 0.234
H 3.3652 -0.9632 -0.1644 0.223
H 2.7516 1.7841 -0.4692 0.189
H 4.5958 0.1517 -0.0312 0.242
H 3.5825 -0.0786 1.4709 0.235
H -0.2951 -0.2562 2.0779 0.210
H 0.1081 -1.6769 1.0900 0.194
```

Results
2S+1: 1
Molar mass (u): 114.19
Total charge: 0



Version D
Entry from OMol25: a 2-piece molecular cluster, C6H14N2 overall (the ωB97M-V functional and the def2-TZVPD basis).

The geometry in XYZ format:
```
22
Properties=species:S:1:pos:R:3:nbo_charge:R:1
C -0.1300 1.9675 1.0236 -0.613
C 0.8485 1.4461 -1.2268 -0.594
C 1.0526 -0.2572 0.5720 0.469
C 0.1852 0.8589 0.0214 -0.293
N 1.2693 -0.2900 1.9203 -0.828
N 1.5389 -1.0895 -0.2523 -0.754
H 0.7516 0.2934 2.5499 0.394
H 1.7283 -1.0931 2.3169 0.388
H -0.4023 -1.6901 -1.4681 0.226
H 2.0972 -1.8251 0.1732 0.329
H 0.7839 2.3949 1.4312 0.207
H -0.7563 1.6124 1.8402 0.199
H -0.6749 2.7594 0.5170 0.220
H 0.1639 2.1172 -1.7374 0.201
H 1.7440 1.9991 -0.9530 0.201
H 1.1305 0.6420 -1.8980 0.240
C -1.4735 -1.7936 -1.5237 -0.391
C -2.1864 -2.1794 -0.4858 -0.401
H -3.2582 -2.2887 -0.5281 0.188
H -1.9308 -1.5609 -2.4707 0.186
H -0.7561 0.3875 -0.2836 0.238
H -1.7256 -2.4108 0.4617 0.187
```

Results
2S+1: 1
Structure (SMILES): [H]/N=C(\N)C(C)C.C=C
Molar mass (u): 114.19
Total charge: 0



Result of the stability comparison: version C is the least stable of them.



Version A
Entry from OMol25: one molecule with the formula C4H7NO4S (the ωB97M-V functional and the def2-TZVPD basis).

The geometry in XYZ format:
```
17
Properties=species:S:1:pos:R:3:nbo_charge:R:1
C 1.9585 -0.3961 -0.6629 -0.124
C 0.7969 0.1789 -0.8948 -0.129
C 2.0465 -1.7827 -0.1620 -0.668
C -2.3627 -0.4163 -1.3855 -0.833
N 0.6703 1.4390 -1.5099 0.482
O 1.6351 2.1600 -1.6169 -0.359
O -0.4361 1.6476 -2.0073 -0.400
O -0.9417 -1.0281 0.8195 -0.950
O -1.4002 1.2500 0.4668 -0.910
S -1.1533 -0.0002 -0.1277 2.146
H 2.7749 0.1979 -0.9839 0.246
H 3.1757 -2.0008 0.0752 0.221
H 1.8178 -2.5276 -0.9091 0.241
H 1.4750 -2.0606 0.7424 0.266
H -2.8004 0.4535 -1.6435 0.252
H -1.9039 -1.0371 -2.2135 0.263
H -3.1572 -0.9081 -0.8447 0.255
```

Results
2S+1: 1
Structure (SMILES): C/C=C(/[N+](=O)[O-])S(C)(=O)=O
Molar mass (u): 165.17
Total charge: 0



Version B
Entry from OMol25: a 2-piece molecular cluster, C4H7NO4S overall (the ωB97M-V functional and the def2-TZVPD basis).

The geometry in XYZ format:
```
17
Properties=species:S:1:pos:R:3:nbo_charge:R:1
C 1.5327 1.2608 0.7336 -0.075
C 1.1088 1.8032 -0.4006 -0.411
C -1.8216 -0.2884 0.1175 0.464
C -1.5015 -0.4501 -1.3892 -0.751
N 2.6127 0.3111 0.9354 -0.373
O 3.4080 -0.1738 -0.2754 -0.552
O 2.7994 -2.2047 1.0274 -0.858
O 1.2318 -1.2568 -0.6133 -0.887
O -1.0262 -0.0565 1.0071 -0.543
S 2.2674 -1.1424 0.3275 2.461
H 1.2165 1.6045 1.7079 0.230
H 1.4910 1.4492 -1.4108 0.236
H 0.3260 2.6188 -0.2100 0.233
H -2.9513 -0.4350 0.3402 0.097
H -1.8457 0.4294 -1.9371 0.234
H -1.8430 -1.4103 -1.7445 0.236
H -0.3537 -0.4791 -1.5070 0.259
```

Results
2S+1: 1
Structure (SMILES): C=CN1OS1(=O)=O.CC=O
Molar mass (u): 165.17
Total charge: 0



Version C
Entry from OMol25: a 2-piece molecular cluster, C4H7NO4S overall (the ωB97M-V functional and the def2-TZVPD basis).

The geometry in XYZ format:
```
17
Properties=species:S:1:pos:R:3:nbo_charge:R:1
C 0.9919 -0.5349 0.0342 -0.547
C -2.7881 2.2431 0.0702 1.052
C 2.4697 -0.9947 0.1402 -0.660
C -0.1923 -1.7339 -0.2609 0.188
N -1.4592 -1.4548 -0.4171 -0.743
O -3.2708 1.5190 -0.6965 -0.531
O -2.3755 3.0421 0.7890 -0.525
O 0.8691 1.6962 1.0137 -0.933
O -0.7562 0.9840 -0.7382 -1.039
S 0.6669 1.0255 -0.4847 1.532
H 2.9081 -1.5700 -0.6543 0.215
H 3.0698 -0.0444 0.2585 0.222
H 2.5232 -1.3724 1.1844 0.225
H 0.1208 -2.7008 0.0050 0.190
H 0.8092 2.6111 1.1740 0.496
H -2.0275 -2.2530 -0.8193 0.402
H -1.5590 -0.4619 -0.5982 0.455
```

Results
2S+1: 1
Molar mass (u): 165.17
Total charge: 0



Result of the stability comparison: version A is the least stable of them.